[1]
{"formula": "C19H22AsAuN2O2S2", "method": "the ωB97M-V functional and the def2-TZVPD basis", "total_energy_ha": -4165.0594, "spin_multiplicity": 1, "lumo_ev": 0.23, "homo_lumo_gap_ev": 7.67, "elements": ["Au", "C", "C", "C", "C", "C", "C", "C", "S", "O", "O", "N", "C", "C", "C", "C", "C", "C", "C", "C", "N", "C", "H", "H", "H", "H", "H", "H", "H", "H", "H", "H", "H", "H", "H", "C", "As", "C", "C", "S", "H", "H", "H", "H", "H", "H", "H", "H", "H"], "coordinates": [[-0.80102, 0.00140, -0.39824], [-4.63047, 5.53169, 0.38332], [-3.38901, 4.69800, 0.57334], [-3.36039, 3.65238, 1.49184], [-2.20699, 2.89953, 1.68678], [-1.07237, 3.19759, 0.95002], [-1.07619, 4.23965, 0.03056], [-2.23104, 4.97936, -0.15445], [0.40057, 2.24289, 1.18936], [1.45041, 3.14996, 1.57968], [0.05110, 1.21039, 2.13802], [0.60213, 1.62671, -0.29388], [1.87999, 1.53200, -0.89479], [2.81014, 2.54646, -0.87555], [4.06286, 2.41884, -1.50950], [4.40794, 1.29015, -2.18812], [3.48105, 0.22664, -2.25976], [3.76769, -0.98169, -2.93645], [2.84602, -1.98239, -2.97566], [1.60548, -1.77242, -2.33883], [1.30567, -0.66831, -1.70771], [2.21847, 0.33867, -1.63095], [-5.51005, 5.02871, 0.78663], [-4.80816, 5.74416, -0.67182], [-4.53418, 6.49191, 0.89708], [-4.25270, 3.42427, 2.06726], [-2.17379, 2.07611, 2.38988], [-0.18031, 4.45151, -0.54529], [-2.23947, 5.79237, -0.87539], [2.58002, 3.45318, -0.33679], [4.75889, 3.24669, -1.45130], [5.37082, 1.19235, -2.67521], [4.73340, -1.09396, -3.42015], [3.04470, -2.91810, -3.48226], [0.83470, -2.53877, -2.36182], [-5.23271, 0.33052, 0.12954], [-3.84621, 0.03323, -1.16921], [-3.27708, 1.77473, -1.73503], [-4.80136, -0.62807, -2.70940], [-2.55362, -1.50509, -0.46855], [-5.91092, 1.11022, -0.20941], [-4.77781, 0.61090, 1.07516], [-5.76378, -0.60752, 0.24929], [-4.16735, 2.30698, -2.07074], [-2.56934, 1.65329, -2.55030], [-2.79568, 2.29859, -0.91039], [-5.65523, 0.01652, -2.91552], [-5.13809, -1.63706, -2.49467], [-4.13645, -0.64608, -3.56728]]}

=====

[2]
{"formula": "C19H22BrIN3O2Pt", "method": "the ωB97M-V functional and the def2-TZVPD basis", "total_energy_ha": -4042.6311, "s_squared": 6.0401, "spin_multiplicity": 5, "lumo_ev": [-2.85, -5.96], "charge": 1, "homo_lumo_gap_ev": [6.97, 4.92], "elements": ["Pt", "N", "C", "C", "N", "C", "C", "N", "H", "H", "H", "H", "H", "H", "H", "H", "H", "H", "H", "H", "H", "Br", "C", "C", "C", "C", "C", "C", "C", "O", "O", "H", "H", "H", "H", "C", "C", "C", "C", "C", "C", "C", "C", "H", "H", "H", "H", "H", "I"], "coordinates": [[0.30863, 0.35756, 0.46203], [0.56312, 2.32332, 1.76536], [0.40235, 1.90006, 3.16883], [-0.59287, 0.78239, 3.27680], [-0.26916, -0.42262, 2.50651], [0.82703, -1.29586, 2.97510], [2.23251, -0.89284, 2.58419], [2.29616, -0.49877, 1.13873], [1.46063, 2.79302, 1.62159], [-0.19275, 2.92952, 1.47797], [0.05859, 2.71788, 3.82166], [1.38892, 1.57757, 3.49793], [-1.58681, 1.12005, 2.90641], [-0.73823, 0.52594, 4.31527], [-1.07886, -1.00182, 2.35616], [0.62318, -2.25719, 2.53775], [0.72852, -1.44979, 4.04403], [2.85874, -1.74456, 2.85302], [2.59763, -0.05764, 3.16827], [2.28170, -1.32230, 0.51129], [3.16196, 0.00899, 0.94130], [3.98104, -7.04137, -3.05009], [2.88332, -5.61091, -2.58726], [2.25817, -4.93993, -3.59367], [1.56714, -3.77783, -3.26511], [1.40278, -3.38981, -1.95271], [1.94801, -4.20118, -0.94069], [2.74329, -5.27994, -1.24437], [0.72958, -2.10116, -1.58197], [0.51413, -1.29434, -2.53471], [0.48102, -1.83280, -0.37267], [2.36146, -5.24185, -4.61958], [1.12905, -3.15485, -4.03739], [1.80137, -3.93455, 0.07400], [3.25271, -5.85253, -0.47120], [-1.42729, 1.16398, -0.06697], [-2.29626, 1.96970, -0.53825], [-3.00650, 3.02324, -1.12099], [-3.80861, 3.84753, -0.27945], [-4.53080, 4.91143, -0.80141], [-4.42535, 5.17569, -2.15659], [-3.58894, 4.43512, -2.99352], [-2.88549, 3.37360, -2.49269], [-3.86236, 3.61594, 0.77998], [-5.19903, 5.53091, -0.21511], [-5.02078, 5.96792, -2.57272], [-3.51084, 4.77347, -4.02662], [-2.22083, 2.76826, -3.12187], [1.39905, 1.00337, -2.14658]]}

=====

[3]
{"formula": "C19H22Cl3N4O4SV", "method": "the ωB97M-V functional and the def2-TZVPD basis", "total_energy_ha": -3979.9385, "s_squared": 2.0277, "spin_multiplicity": 3, "lumo_ev": [0.17, 0.14], "homo_lumo_gap_ev": [7.74, 8.28], "elements": ["V", "Cl", "C", "C", "C", "Cl", "C", "O", "C", "Cl", "C", "H", "H", "C", "S", "O", "O", "O", "H", "H", "H", "C", "C", "C", "C", "C", "C", "C", "H", "H", "H", "H", "H", "H", "H", "C", "C", "C", "C", "N", "C", "N", "N", "N", "H", "H", "H", "H", "H", "H", "H", "H", "H", "H"], "coordinates": [[-0.11680, -0.62604, 0.94691], [-7.26649, -0.54354, -0.99520], [-5.61431, -0.45382, -0.52036], [-4.69453, -1.34328, -1.07057], [-3.38909, -1.30716, -0.63950], [-2.13954, -2.31907, -1.26372], [-2.96233, -0.39207, 0.35600], [-1.76699, -0.43959, 0.81382], [-3.91693, 0.55301, 0.80518], [-3.28219, 1.75145, 1.87068], [-5.23033, 0.52197, 0.39518], [-4.99428, -2.03999, -1.83427], [-5.94649, 1.23899, 0.76350], [3.06256, -1.76563, 0.36690], [2.72525, -0.02497, 0.71097], [2.44555, 0.65580, -0.53920], [3.83194, 0.48356, 1.46374], [1.47101, -0.09832, 1.52656], [3.93177, -1.82233, -0.27286], [2.18283, -2.19154, -0.10302], [3.26817, -2.20526, 1.33323], [-0.31708, -2.61775, 1.53075], [0.11822, -2.16531, 2.85102], [1.35097, -2.52905, 3.40639], [1.82291, -1.91000, 4.54645], [1.07558, -0.91538, 5.16009], [-0.17120, -0.57728, 4.65975], [-0.66089, -1.21081, 3.53094], [-1.36643, -2.91966, 1.50111], [0.31324, -3.39696, 1.09065], [1.94889, -3.28487, 2.91164], [2.78869, -2.18223, 4.95135], [1.45767, -0.41194, 6.03485], [-0.76722, 0.17975, 5.15370], [-1.66855, -0.98986, 3.18531], [2.60282, 1.97167, -4.21637], [1.54416, 2.88111, -3.60568], [1.98528, 3.36215, -2.22711], [0.18549, 2.15820, -3.53916], [0.17685, 1.07566, -2.59783], [-0.19701, 1.07454, -1.30826], [0.01341, -0.15152, -0.84924], [0.49788, -0.86534, -1.85913], [0.59471, -0.14392, -2.89610], [3.51509, 2.52999, -4.40538], [2.25929, 1.55419, -5.15915], [2.83512, 1.15541, -3.53714], [1.38647, 3.74522, -4.26112], [2.21400, 2.51924, -1.57723], [1.21969, 3.97391, -1.75513], [2.88657, 3.96173, -2.31535], [-0.04884, 1.73289, -4.51781], [-0.59688, 2.86330, -3.25124], [-0.59763, 1.90075, -0.74953]]}

=====

[4]
{"formula": "C19H22ClN3O6S", "method": "the ωB97M-V functional and the def2-TZVPD basis", "total_energy_ha": -2211.3461, "spin_multiplicity": 1, "lumo_ev": 0.32, "homo_lumo_gap_ev": 9.26, "smiles": "CC(=O)c1c(C)[nH]c(C(=O)OCC(=O)Nc2ccc(Cl)c(S(=O)(=O)N(C)C)c2)c1C", "elements": ["C", "C", "O", "C", "C", "N", "C", "C", "C", "H", "H", "H", "C", "O", "O", "C", "H", "H", "C", "O", "N", "C", "C", "C", "C", "C", "C", "H", "H", "Cl", "S", "O", "O", "N", "C", "H", "H", "H", "C", "H", "H", "H", "H", "H", "H", "C", "H", "H", "H", "H", "H", "H"], "coordinates": [[-0.95103, -2.85916, -2.17976], [-1.65252, -2.85644, -0.85103], [-1.71037, -3.86685, -0.17442], [-2.24721, -1.60503, -0.36226], [-2.93722, -1.55687, 0.85983], [-3.30895, -0.29244, 1.07437], [-2.88593, 0.51891, 0.04259], [-2.22637, -0.28406, -0.88586], [-1.65346, 0.17308, -2.18155], [-0.60136, -0.09514, -2.26628], [-1.76955, 1.24673, -2.29456], [-2.18144, -0.30288, -3.00704], [-3.04795, 1.94243, 0.24569], [-3.51655, 2.41592, 1.25738], [-2.55088, 2.70969, -0.76755], [-2.16882, 4.03462, -0.43717], [-2.70952, 4.37375, 0.45398], [-2.42320, 4.68307, -1.27798], [-0.65609, 4.12723, -0.16659], [-0.10776, 5.17118, 0.08786], [-0.05910, 2.90979, -0.24967], [1.26618, 2.52597, -0.11179], [1.53259, 1.16682, -0.24946], [2.82104, 0.68377, -0.18880], [3.87536, 1.55396, 0.04278], [3.61394, 2.91257, 0.20891], [2.32403, 3.40199, 0.12846], [2.12458, 4.45552, 0.24254], [4.43751, 3.58343, 0.39268], [5.48749, 0.96990, 0.12667], [2.91828, -1.09205, -0.47571], [1.86479, -1.39871, -1.40384], [4.24476, -1.51094, -0.81117], [2.43519, -1.65646, 1.03610], [3.49351, -1.51034, 2.01073], [3.11057, -1.78164, 2.99337], [4.35784, -2.13860, 1.76911], [3.80699, -0.46873, 2.02731], [1.84797, -2.98075, 1.00022], [2.60342, -3.76297, 0.87112], [1.15253, -3.01640, 0.16662], [1.30497, -3.15243, 1.92912], [0.74226, 0.45554, -0.42700], [-0.67092, 2.14561, -0.51267], [-3.80452, 0.07177, 1.87495], [-3.25320, -2.64431, 1.81076], [-3.84349, -2.26769, 2.64338], [-2.33328, -3.09171, 2.18351], [-3.79722, -3.43892, 1.30327], [-0.70417, -3.88599, -2.44004], [-0.02385, -2.29057, -2.10293], [-1.56988, -2.42520, -2.95815]]}